Molecular formula: C24H14Br4N2O2PS2V
Method: DFT, ωB97M-V/def2-TZVPD

Geometry as ORCA input:
```
! RIJCOSX wB97M-V def2-TZVPD def2/J DEFGRID3
* xyz 0 3
V -1.024 0.858 1.284
Br -3.167 -0.423 6.862
C -2.854 0.407 5.196
C -3.920 0.989 4.497
Br -5.672 0.872 5.177
C -3.698 1.606 3.278
Br -5.117 2.298 2.245
C -2.405 1.707 2.744
O -2.121 2.256 1.611
C -1.325 1.055 3.426
O -0.171 1.069 2.838
C -1.582 0.412 4.645
Br -0.122 -0.433 5.488
S 2.080 3.678 -0.604
P 1.660 1.820 -1.028
S -0.311 1.226 -0.809
C 2.739 0.607 -0.180
C 2.347 -0.187 0.885
C 3.244 -1.099 1.417
C 4.519 -1.213 0.889
C 4.918 -0.393 -0.154
C 4.033 0.524 -0.686
C 1.866 1.342 -2.777
C 1.522 0.049 -3.157
C 1.646 -0.323 -4.480
C 2.119 0.586 -5.415
C 2.444 1.876 -5.033
C 2.321 2.258 -3.708
H 1.333 -0.085 1.295
H 2.953 -1.724 2.247
H 5.206 -1.941 1.291
H 5.918 -0.473 -0.553
H 4.334 1.175 -1.497
H 1.157 -0.652 -2.416
H 1.371 -1.318 -4.792
H 2.242 0.284 -6.442
H 2.790 2.585 -5.767
H 2.578 3.257 -3.385
N -4.294 -4.522 -2.186
C -3.809 -3.712 -1.536
C -3.212 -2.689 -0.771
C -3.644 -1.362 -0.919
C -2.989 -0.369 -0.237
N -1.934 -0.605 0.566
C -1.557 -1.883 0.755
C -2.156 -2.944 0.115
H -4.465 -1.126 -1.578
H -3.271 0.672 -0.356
H -0.716 -2.040 1.434
H -1.807 -3.952 0.280
*
```

## Properties
Expectation value of S²: 2.0221
Frontier orbital gap (alpha / beta) (eV): 6.2 / 6.1
ΔE to the lowest compared entry with this formula, charge and spin (kcal/mol): 54.5
E_LUMO (alpha / beta) (eV): -1.80 / -2.06
Electronic energy (a.u.): -13560.81141

Mulliken atomic charge list, values in e, 4 entries:
1. V 0.66
2. Br -0.14
3. C 0.19
4. C 0.11

Molecular formula: C24H14Cl5N3O4Pd
Method: DFT, ωB97M-V/def2-TZVPD

Geometry as ORCA input:
```
! RIJCOSX wB97M-V def2-TZVPD def2/J DEFGRID3
* xyz 0 1
Pd -0.069 -0.262 0.054
O -1.335 1.189 0.856
C -0.940 2.006 1.697
C -1.767 3.162 1.984
C -1.306 4.175 2.736
C 0.011 4.152 3.337
C 0.793 3.075 3.197
C 0.350 1.908 2.444
C 1.080 0.785 2.574
N 0.713 -0.454 2.000
N 1.065 -1.440 2.648
C 0.573 -2.692 2.068
O -0.609 -2.880 2.049
C 1.621 -3.637 1.637
C 2.968 -3.414 1.916
C 3.914 -4.327 1.477
C 3.516 -5.447 0.759
C 2.172 -5.660 0.471
C 1.221 -4.756 0.909
H -2.736 3.187 1.504
H -1.928 5.048 2.891
H 0.346 5.007 3.908
H 1.771 3.028 3.660
H 1.973 0.758 3.188
H 3.273 -2.536 2.468
H 4.961 -4.165 1.695
H 4.257 -6.157 0.417
H 1.869 -6.526 -0.102
H 0.171 -4.886 0.682
Cl 1.328 1.688 -2.211
C -0.106 0.839 -2.701
C -0.741 0.015 -1.786
C -1.899 -0.632 -2.192
Cl -2.709 -1.653 -1.053
C -2.411 -0.484 -3.476
Cl -3.844 -1.309 -3.948
C -1.747 0.340 -4.384
Cl -2.363 0.534 -5.980
C -0.590 1.009 -3.997
Cl 0.226 2.037 -5.112
O 3.009 -0.160 0.471
C 2.707 -0.995 -0.369
C 3.691 -1.784 -1.212
C 2.818 -2.787 -1.958
C 1.392 -2.399 -1.591
O 0.388 -2.923 -2.012
N 1.427 -1.354 -0.687
H 4.444 -2.234 -0.567
H 4.198 -1.080 -1.873
H 2.982 -3.816 -1.638
H 2.924 -2.757 -3.042
*
```

## Properties
Frontier orbital gap (eV): 6.0
ΔE to the lowest compared entry with this formula, charge and spin (kcal/mol): 0.0
E_LUMO (eV): -2.51
Electronic energy (a.u.): -3817.02919

Mulliken atomic charge list, values in e, 4 entries:
1. Pd 0.29
2. O -0.53
3. C 0.94
4. C -0.77

Molecular formula: C24H15BaBrCl6N5O5S
Method: DFT, ωB97M-V/def2-TZVPD

Geometry as ORCA input:
```
! RIJCOSX wB97M-V def2-TZVPD def2/J DEFGRID3
* xyz -1 1
Ba -1.009 1.687 -0.626
N 1.798 4.377 2.262
C 1.517 3.317 1.433
S 1.434 3.693 -0.254
N 1.400 2.181 2.095
N 0.916 1.128 1.382
C 1.130 -0.059 1.810
C 1.958 -0.421 2.993
C 2.897 -1.443 2.865
C 3.691 -1.815 3.939
C 3.541 -1.180 5.164
C 2.599 -0.169 5.302
C 1.817 0.216 4.224
C 0.513 -1.187 1.043
C -0.051 -2.253 1.743
C -0.623 -3.291 1.029
C -0.585 -3.250 -0.355
C -0.009 -2.148 -0.962
N 0.522 -1.128 -0.291
H 2.218 5.180 1.828
H 2.099 4.128 3.191
H 3.006 -1.946 1.911
H 4.423 -2.604 3.820
H 4.153 -1.470 6.008
H 2.475 0.327 6.257
H 1.098 1.015 4.322
H -0.056 -2.242 2.824
H -1.099 -4.116 1.546
H -1.020 -4.035 -0.960
H 0.012 -2.065 -2.043
O 2.883 1.209 -6.468
C 2.216 1.172 -5.289
C 0.842 1.361 -5.193
C 0.269 1.302 -3.940
N 0.951 1.078 -2.813
C 2.255 0.898 -2.935
Br 3.259 0.556 -1.372
C 2.945 0.932 -4.136
H 2.261 1.387 -7.181
H 0.227 1.550 -6.064
H -0.803 1.445 -3.835
H 4.012 0.779 -4.176
O -4.802 2.193 -1.196
Cl -3.738 3.122 -1.345
O -2.768 2.610 -2.324
O -4.192 4.408 -1.740
O -2.984 3.210 -0.084
Cl -2.788 -0.016 2.203
C -3.341 -0.920 0.762
C -2.760 -0.610 -0.435
C -3.223 -1.289 -1.525
Cl -2.472 -0.921 -3.113
C -4.211 -2.263 -1.478
Cl -4.762 -3.093 -2.887
C -4.755 -2.565 -0.226
Cl -5.976 -3.785 -0.093
C -4.322 -1.892 0.919
Cl -4.986 -2.284 2.463
*
```

## Properties
Frontier orbital gap (eV): 7.0
ΔE to the lowest compared entry with this formula, charge and spin (kcal/mol): 0.0
E_LUMO (eV): 1.94
Electronic energy (a.u.): -7332.34897

Mulliken atomic charge list, values in e, 4 entries:
1. Ba 1.59
2. N -0.48
3. C 0.28
4. S -0.50

Molecular formula: C24H15Cl6N3Pd
Method: DFT, ωB97M-V/def2-TZVPD

Geometry as ORCA input:
```
! RIJCOSX wB97M-V def2-TZVPD def2/J DEFGRID3
* xyz 2 5
Pd 0.357 0.570 -1.026
Cl 0.740 3.987 -2.594
C -0.067 2.708 -3.369
C -0.125 1.435 -2.743
C -0.467 0.344 -3.554
Cl -0.120 -1.156 -2.730
C -0.995 0.433 -4.802
Cl -1.480 -0.924 -5.678
C -1.125 1.769 -5.339
Cl -1.812 1.964 -6.842
C -0.623 2.891 -4.625
Cl -0.677 4.429 -5.339
C 3.008 -3.935 1.378
C 2.555 -3.602 0.085
C 1.982 -2.390 -0.150
C 1.833 -1.439 0.910
C 2.321 -1.789 2.219
C 2.888 -3.015 2.428
N 1.278 -0.248 0.653
N 1.361 0.626 1.724
C 0.815 1.794 1.498
C 0.809 2.765 2.533
C 0.098 3.930 2.366
C -0.617 4.119 1.188
C -0.536 3.163 0.176
N 0.199 2.068 0.286
H 3.465 -4.899 1.555
H 2.682 -4.309 -0.724
H 1.686 -2.111 -1.148
H 2.225 -1.072 3.018
H 3.252 -3.276 3.412
H 1.348 2.536 3.441
H 0.072 4.674 3.150
H -1.233 4.992 1.035
H -1.081 3.298 -0.745
Cl -2.304 1.123 2.429
C -1.843 -0.488 1.983
C -1.316 -1.311 2.955
C -0.959 -2.618 2.638
C -1.138 -3.095 1.339
C -1.666 -2.272 0.369
C -2.037 -0.929 0.646
C -2.570 -0.114 -0.361
H -1.207 -0.940 3.965
H -0.568 -3.267 3.410
H -0.888 -4.120 1.100
H -1.847 -2.656 -0.628
H -2.909 0.890 -0.156
H -2.763 -0.534 -1.339
*
```

## Properties
Expectation value of S²: 6.1215
Frontier orbital gap (alpha / beta) (eV): 5.7 / 4.2
ΔE to the lowest compared entry with this formula, charge and spin (kcal/mol): 1.2
E_LUMO (alpha / beta) (eV): -6.98 / -10.08
Electronic energy (a.u.): -3976.11965

Mulliken atomic charge list, values in e, 4 entries:
1. Pd 0.02
2. Cl -0.06
3. C 0.90
4. C -0.83

Molecular formula: C24H15F2N3O2S
Method: DFT, ωB97M-V/def2-TZVPD

Geometry as ORCA input:
```
! RIJCOSX wB97M-V def2-TZVPD def2/J DEFGRID3
* xyz 0 1
O 2.093 0.255 -1.481
C 1.390 -0.612 -1.951
C 0.494 -0.312 -3.154
S -0.317 1.285 -2.821
C -0.855 0.907 -1.188
N -1.107 -0.320 -0.916
C -1.392 -0.659 0.378
C -1.625 -2.001 0.696
C -1.846 -2.365 2.003
C -1.852 -1.409 3.018
C -1.659 -0.080 2.716
C -1.432 0.308 1.395
C -1.246 1.714 1.062
O -1.356 2.650 1.819
N -0.930 1.936 -0.297
C -0.598 3.260 -0.681
C -1.372 3.961 -1.594
C -1.039 5.255 -1.948
C 0.071 5.841 -1.366
F 0.396 7.101 -1.702
C 0.863 5.173 -0.450
C 0.517 3.878 -0.117
F 1.282 3.203 0.746
C 1.270 -1.939 -1.379
C 0.878 -3.118 -1.970
N 0.847 -4.110 -1.046
C 1.189 -3.603 0.182
C 1.235 -4.210 1.430
C 1.567 -3.416 2.507
C 1.850 -2.057 2.352
C 1.815 -1.452 1.115
C 1.481 -2.233 0.012
H -0.266 -1.070 -3.316
H 1.089 -0.150 -4.053
H -1.621 -2.727 -0.101
H -2.014 -3.403 2.249
H -2.018 -1.714 4.040
H -1.674 0.684 3.479
H -2.238 3.483 -2.027
H -1.629 5.809 -2.659
H 1.728 5.642 -0.009
H 0.657 -3.323 -3.001
H 0.623 -5.074 -1.232
H 1.008 -5.259 1.551
H 1.607 -3.852 3.494
H 2.100 -1.473 3.224
H 2.036 -0.403 0.992
*
```

## Properties
Structure (SMILES): O=C(CSc1nc2ccccc2c(=O)n1-c1ccc(F)cc1F)c1c[nH]c2ccccc12
Frontier orbital gap (eV): 8.5
E_LUMO (eV): 0.36
Electronic energy (a.u.): -1836.30021

Mulliken atomic charge list, values in e, 4 entries:
1. O -0.59
2. C 0.73
3. C -0.78
4. S -0.10

Molecular formula: C24H17AsCl5MoN2O8S
Method: DFT, ωB97M-V/def2-TZVPD

Geometry as ORCA input:
```
! RIJCOSX wB97M-V def2-TZVPD def2/J DEFGRID3
* xyz 1 1
Mo 0.138 0.226 -0.609
C 3.425 -0.266 -3.208
C 2.870 -0.096 -1.847
O 1.597 0.223 -1.799
C 3.540 -0.189 -0.658
C 2.972 0.193 0.570
C 3.870 0.315 1.760
N 1.691 0.520 0.711
N 1.359 1.103 1.913
C 0.249 1.740 1.750
O -0.303 1.734 0.544
C -0.454 2.454 2.819
C 0.079 2.465 4.108
C -0.598 3.123 5.118
C -1.799 3.767 4.845
C -2.328 3.755 3.563
C -1.656 3.098 2.544
H 3.251 0.647 -3.781
H 2.909 -1.086 -3.707
H 4.492 -0.473 -3.168
H 4.592 -0.428 -0.668
H 4.864 -0.045 1.513
H 3.460 -0.253 2.595
H 3.924 1.353 2.086
H 1.013 1.960 4.311
H -0.191 3.136 6.120
H -2.325 4.280 5.639
H -3.263 4.256 3.355
H -2.064 3.081 1.543
O -1.718 -2.326 2.455
As -2.088 -2.089 0.780
O -3.624 -1.762 0.430
O -1.099 -0.598 0.505
C -1.399 -3.694 -0.007
C -2.111 -4.807 0.411
C -1.816 -6.060 -0.125
C -0.829 -6.205 -1.077
C -0.112 -5.093 -1.512
C -0.407 -3.855 -0.975
S 0.525 -2.481 -1.488
O 1.065 -1.853 -0.240
O 1.478 -2.873 -2.469
O -0.469 -1.431 -1.921
H -2.418 -1.924 2.990
H -2.901 -4.716 1.146
H -2.375 -6.923 0.211
H -0.611 -7.181 -1.488
H 0.668 -5.182 -2.254
Cl 1.512 3.189 -1.554
C -0.006 2.795 -2.294
C -0.718 1.647 -1.938
C -1.994 1.456 -2.467
Cl -3.015 0.201 -1.889
C -2.514 2.345 -3.413
Cl -4.078 2.097 -4.066
C -1.759 3.445 -3.811
Cl -2.381 4.528 -4.977
C -0.508 3.684 -3.234
Cl 0.385 5.075 -3.692
*
```

## Properties
Frontier orbital gap (eV): 6.0
ΔE to the lowest compared entry with this formula, charge and spin (kcal/mol): 0.0
E_LUMO (eV): -5.66
Electronic energy (a.u.): -6639.11515

Mulliken atomic charge list, values in e, 4 entries:
1. Mo -2.21
2. C -1.32
3. C 0.83
4. O 0.12

Molecular formula: C24H17ClN
Method: DFT, ωB97M-V/def2-TZVPD

Geometry as ORCA input:
```
! RIJCOSX wB97M-V def2-TZVPD def2/J DEFGRID3
* xyz 1 1
C 0.003 0.142 0.985
C -1.440 0.051 1.134
C -2.315 1.073 0.733
C -3.645 1.037 1.075
C -4.138 -0.017 1.824
C -3.306 -1.048 2.218
C -1.982 -1.020 1.865
C 0.894 -0.987 1.085
C 2.179 -0.536 1.467
C 3.195 -1.456 1.702
C 2.941 -2.802 1.506
C 1.688 -3.243 1.088
C 0.658 -2.354 0.885
C 2.130 0.920 1.518
C 0.815 1.324 1.174
C 0.495 2.690 1.159
C 1.472 3.611 1.462
C 2.759 3.206 1.804
C 3.095 1.866 1.844
H -1.936 1.889 0.150
H -4.303 1.834 0.765
H -5.173 -0.028 2.118
H -3.686 -1.855 2.825
H -1.325 -1.794 2.216
H 4.165 -1.115 2.017
H 3.726 -3.522 1.674
H 1.528 -4.292 0.902
H -0.308 -2.695 0.555
H -0.502 3.018 0.928
H 1.237 4.663 1.432
H 3.497 3.950 2.057
H 4.084 1.549 2.121
Cl -0.932 -0.560 -7.037
C -0.725 -0.444 -5.320
C 0.407 -0.926 -4.703
C 0.519 -0.810 -3.337
N -0.393 -0.259 -2.552
C -1.472 0.199 -3.165
C -1.686 0.134 -4.522
H 1.180 -1.382 -5.296
H 1.405 -1.187 -2.848
H -2.223 0.651 -2.535
H -2.584 0.521 -4.971
*
```

## Properties
Frontier orbital gap (eV): 6.1
E_LUMO (eV): -5.87
Electronic energy (a.u.): -1439.46009

Mulliken atomic charge list, values in e, 4 entries:
1. C 0.31
2. C 0.97
3. C -0.23
4. C -1.23

Molecular formula: C24H17ClN4O2Ti
Method: DFT, ωB97M-V/def2-TZVPD

Geometry as ORCA input:
```
! RIJCOSX wB97M-V def2-TZVPD def2/J DEFGRID3
* xyz 0 3
Ti 1.303 -0.135 -0.203
C -2.233 -0.386 -4.467
C -3.072 -0.998 -3.547
C -2.576 -1.389 -2.312
C -1.245 -1.173 -1.986
C -0.407 -0.577 -2.920
C -0.897 -0.178 -4.154
N -0.822 -0.329 0.325
C -0.882 -0.676 1.738
C -2.063 -1.072 2.338
C -2.091 -1.378 3.692
C -0.924 -1.297 4.441
C 0.272 -0.930 3.849
C 0.303 -0.622 2.491
N 1.475 -0.297 1.794
N 2.611 -0.290 2.457
C 3.666 -0.114 1.606
C 4.965 -0.028 2.141
C 6.027 0.139 1.295
C 5.813 0.222 -0.090
C 4.523 0.127 -0.545
N 3.460 -0.041 0.263
H -2.618 -0.078 -5.431
H -4.113 -1.169 -3.791
H -3.232 -1.864 -1.591
H 0.651 -0.438 -2.713
H -0.236 0.291 -4.871
H -2.967 -1.145 1.748
H -3.019 -1.681 4.158
H -0.945 -1.534 5.497
H 1.193 -0.884 4.412
H 5.083 -0.097 3.213
H 7.030 0.207 1.696
H 6.627 0.354 -0.786
H 4.306 0.182 -1.605
Cl -5.102 2.531 -0.515
C -3.377 2.282 -0.518
C -2.539 3.285 -0.980
C -1.169 3.085 -1.001
C -0.635 1.880 -0.555
O 0.681 1.626 -0.577
C -1.499 0.880 -0.086
C -0.734 -1.539 -0.609
O 0.624 -1.853 -0.609
C -2.868 1.075 -0.071
H -2.964 4.217 -1.326
H -0.500 3.854 -1.364
H -1.340 -2.351 -0.194
H -3.545 0.303 0.266
*
```

## Properties
Expectation value of S²: 2.0188
Frontier orbital gap (alpha / beta) (eV): 7.4 / 7.1
ΔE to the lowest compared entry with this formula, charge and spin (kcal/mol): 2.1
E_LUMO (alpha / beta) (eV): 0.45 / -1.05
Electronic energy (a.u.): -2604.03083

Mulliken atomic charge list, values in e, 4 entries:
1. Ti 0.14
2. C -0.47
3. C -0.69
4. C -0.28

Molecular formula: C24H18AsF6IrN5O2S2
Method: DFT, ωB97M-V/def2-TZVPD

Geometry as ORCA input:
```
! RIJCOSX wB97M-V def2-TZVPD def2/J DEFGRID3
* xyz 3 1
Ir 0.315 0.304 0.226
O -0.516 1.814 -6.920
C -0.165 0.772 -7.299
O 0.196 -0.282 -7.605
C 0.501 0.701 -4.399
C 0.008 1.784 -3.741
C -0.038 1.597 -2.364
N 0.368 0.430 -1.814
C 0.852 -0.592 -2.542
C 0.941 -0.490 -3.936
C 1.247 -1.761 -1.752
C 1.748 -2.899 -2.341
C 2.149 -3.974 -1.547
C 2.035 -3.841 -0.187
C 1.512 -2.666 0.352
N 1.106 -1.633 -0.394
C -0.450 2.630 -1.397
C -0.919 3.868 -1.791
C -1.201 4.834 -0.834
C -0.986 4.522 0.494
C -0.538 3.256 0.828
N -0.279 2.309 -0.087
H -0.291 2.696 -4.240
H 1.323 -1.282 -4.567
H 1.840 -2.962 -3.415
H 2.542 -4.874 -2.000
H 2.334 -4.621 0.501
H 1.423 -2.567 1.411
H -1.059 4.091 -2.838
H -1.568 5.808 -1.129
H -1.166 5.241 1.282
H -0.387 3.005 1.863
C -2.250 -1.651 -1.402
C -2.404 -1.060 -0.051
N -1.552 -0.311 0.621
C -2.039 0.046 1.892
C -3.302 -0.419 2.135
S -3.860 -1.320 0.823
C -1.115 0.695 2.750
C -1.190 1.090 4.089
S 0.329 1.522 4.650
C 1.037 1.200 3.105
N 0.136 0.816 2.224
C 2.481 1.311 2.834
H -1.254 -1.503 -1.793
H -2.978 -1.216 -2.090
H -2.445 -2.725 -1.356
H -3.884 -0.312 3.038
H -2.045 1.059 4.749
H 2.913 2.205 3.284
H 2.680 1.328 1.760
H 2.976 0.431 3.260
F 1.136 -1.281 2.640
As 0.700 -2.415 4.034
F 0.272 -3.436 5.300
F -0.242 -3.258 2.837
F -0.697 -1.372 4.280
F 2.087 -3.309 3.568
F 1.633 -1.334 5.001
*
```

## Properties
Frontier orbital gap (alpha / beta) (eV): 2.2 / 2.2
ΔE to the lowest compared entry with this formula, charge and spin (kcal/mol): 98.8
E_LUMO (alpha / beta) (eV): -14.29 / -14.29
Electronic energy (a.u.): -5084.33586

Mulliken atomic charge list, values in e, 4 entries:
1. Ir 0.80
2. O -0.39
3. C 0.82
4. O -0.32

no.,molecular weight (g/mol),maximum force (eV/Å)
1,828.06,4.13
2,692.08,0.11
3,915.43,1.64
4,664.54,0.21
5,447.47,0.77
6,841.60,1.58
7,354.86,1.44
8,476.75,0.58
9,853.70,4.57